{
  "formula": "C5H9NO2S2",
  "method": "ωB97M-V with the def2-TZVPD basis set",
  "e_tot_ha": -1197.51323,
  "orbital_gap_ev": 9.3,
  "relative_energy_kj_mol": 16.1,
  "smiles": "N[C@H](C(=O)O)C1SCCS1",
  "symbols": ["C", "C", "C", "C", "C", "N", "O", "O", "S", "S", "H", "H", "H", "H", "H", "H", "H", "H", "H"],
  "xyz": [[1.960, -0.818, 0.954], [-0.250, 1.192, -1.888], [-1.658, 1.303, -1.382], [-0.043, 0.684, 0.648], [0.499, -0.774, 0.631], [-0.302, -1.715, 1.358], [2.228, -2.006, 1.486], [2.705, 0.112, 0.791], [0.654, 1.967, -0.529], [-1.846, 0.548, 0.288], [0.011, 0.117, -1.955], [-0.072, 1.782, -2.829], [-2.079, 2.278, -1.242], [-2.292, 0.717, -2.052], [0.172, 1.228, 1.706], [0.448, -1.059, -0.502], [1.412, -2.469, 1.403], [-1.148, -1.703, 0.791], [-0.399, -1.385, 2.321]],
  "atomic_forces_ev_per_a": [[-0.214, 0.638, 0.455], [0.102, 0.930, 0.263], [-1.550, -1.359, -0.405], [0.546, 1.902, 2.182], [0.035, 1.758, -3.219], [0.449, 0.025, -0.358], [2.774, 0.633, 0.062], [0.223, -1.007, 0.342], [0.306, -1.524, 0.606], [0.692, 0.531, -0.495], [0.085, 0.768, -0.499], [-0.197, -0.815, 0.854], [0.257, 0.738, -0.520], [-0.362, 0.117, 0.097], [-0.699, -1.556, -2.230], [0.100, 0.147, 1.892], [-1.456, -1.288, 0.259], [-0.484, -0.414, 1.081], [-0.607, -0.222, -0.367]],
  "mulliken_charge": [0.38, -0.57, -0.52, -0.15, 0.27, -0.74, -0.48, -0.53, -0.03, -0.18, 0.23, 0.39, 0.33, 0.36, 0.39, -0.09, 0.43, 0.30, 0.23]
}